(1)
2 unconnected molecules or ions with the total composition C5H16NO in a non-equilibrium geometry, computed with wB97M-V/def2-TZVPD.

Output
**Net charge**: +1
**HOMO**: -14.35 eV
**Energy above the lowest of the compared OMol25 structures with the same formula, charge and spin**: 279.2 kJ/mol
**Multiplicity**: 1
**Kohn-Sham gap**: 10.9 eV

Last column: Mulliken charge in e.
Atoms and positions in Å:
C (-0.479, 1.719, 1.486)  -1.409
C (0.224, 0.607, 0.591)  -0.066
C (-0.166, -0.816, 0.767)  -0.701
C (0.086, -1.901, -0.294)  -0.337
C (0.777, -1.381, -1.584)  -0.864
N (1.775, 0.827, 0.767)  -0.203
H (-1.644, 1.665, 1.228)  0.296
H (-0.421, 1.431, 2.518)  0.391
H (-0.437, 2.813, 1.207)  0.390
H (0.005, 0.820, -0.466)  0.368
H (-1.317, -0.850, 0.744)  0.280
H (-0.003, -1.317, 1.750)  0.379
H (-0.850, -2.441, -0.646)  0.295
H (0.857, -2.770, 0.007)  0.267
H (0.908, -0.301, -1.428)  0.238
H (0.103, -1.498, -2.489)  0.256
H (1.793, -2.127, -1.755)  0.251
H (1.984, 1.550, 0.064)  0.410
H (2.152, 1.017, 1.697)  0.355
H (2.264, -0.030, 0.344)  0.377
H (-2.001, 0.694, -2.072)  0.312
H (-3.171, 1.440, -1.256)  0.302
O (-2.440, 0.847, -1.179)  -0.586

(2)
9 unconnected molecules or ions with the total composition C19H56N4O9 in a non-equilibrium geometry, computed with wB97M-V/def2-TZVPD.

Output
**HOMO**: -8.92 eV
**Energy above the lowest of the compared OMol25 structures with the same formula, charge and spin**: 658.7 kJ/mol
**Multiplicity**: 1
**Kohn-Sham gap**: 8.9 eV
**SMILES**: NC(N)=O.NC(N)=O.CC(C)O.CC(C)O.CC(C)O.CC(C)O.CC(C)O.CO.CO

Last column: Mulliken charge in e.
Atoms and positions in Å:
N (-4.510, 1.793, 1.530)  -0.323
C (-3.410, 2.363, 1.081)  0.295
N (-2.335, 1.802, 1.491)  0.299
O (-3.476, 3.377, 0.153)  -0.723
H (-5.469, 1.973, 1.120)  0.269
H (-4.475, 0.989, 2.161)  0.172
H (-1.458, 2.030, 0.964)  -0.846
H (-2.324, 1.134, 2.236)  0.020
N (3.103, -1.407, -0.176)  -0.066
C (3.396, -0.913, -1.311)  0.260
N (2.704, -1.410, -2.303)  -0.105
O (4.314, 0.090, -1.531)  -0.757
H (3.491, -0.963, 0.617)  0.210
H (2.773, -2.342, 0.011)  0.189
H (3.048, -1.228, -3.192)  0.200
H (1.897, -2.029, -2.203)  0.169
C (-0.768, 2.166, -4.055)  -1.441
C (0.548, 2.487, -3.414)  1.087
C (1.343, 1.226, -3.255)  -1.066
O (1.204, 3.338, -4.022)  -0.575
H (-1.296, 1.349, -3.483)  0.138
H (-0.608, 1.860, -5.122)  0.397
H (-1.354, 3.071, -4.104)  0.387
H (0.440, 2.790, -2.362)  -0.234
H (2.269, 1.377, -2.673)  0.288
H (1.514, 0.797, -4.158)  0.761
H (0.800, 0.495, -2.688)  -0.209
H (1.862, 3.643, -3.396)  0.445
C (-1.094, -0.249, 3.421)  -0.555
C (-1.114, -1.398, 4.368)  -0.168
C (0.393, -1.701, 4.745)  -1.091
O (-1.662, -1.252, 5.468)  -0.507
H (-0.490, 0.540, 3.797)  0.554
H (-2.106, 0.140, 3.395)  0.689
H (-0.720, -0.566, 2.461)  -0.258
H (-1.580, -2.190, 3.790)  0.371
H (0.993, -0.932, 5.226)  0.284
H (0.915, -1.896, 3.762)  0.188
H (0.486, -2.648, 5.343)  0.372
H (-2.078, -2.078, 5.780)  0.417
C (1.000, -4.126, -3.123)  -1.983
C (-0.086, -3.569, -2.229)  1.250
C (-0.771, -4.672, -1.386)  -1.279
O (0.359, -2.694, -1.398)  -0.361
H (0.586, -4.907, -3.728)  0.532
H (1.772, -4.581, -2.506)  0.352
H (1.315, -3.479, -3.962)  0.417
H (-0.753, -3.138, -2.932)  0.127
H (-1.662, -4.275, -0.938)  0.301
H (-0.070, -4.956, -0.570)  0.269
H (-1.084, -5.508, -2.058)  0.378
H (-0.262, -1.949, -1.360)  -0.176
C (3.508, 1.933, 1.138)  -0.864
C (3.683, 0.926, 2.324)  -0.073
C (2.358, 0.381, 2.858)  -0.680
O (4.401, -0.071, 2.065)  -0.554
H (3.095, 1.413, 0.300)  0.093
H (4.462, 2.263, 0.776)  0.472
H (2.894, 2.776, 1.422)  0.233
H (4.159, 1.534, 3.134)  0.393
H (1.834, -0.194, 2.158)  -0.257
H (1.735, 1.216, 3.188)  0.304
H (2.455, -0.272, 3.689)  0.424
H (5.273, 0.302, 1.855)  0.397
C (-2.637, -1.538, -0.009)  -0.987
C (-2.659, -1.137, -1.497)  0.641
C (-3.641, 0.033, -1.759)  -1.302
O (-1.616, -0.875, -2.146)  -0.656
H (-3.556, -2.046, 0.366)  0.516
H (-2.599, -0.682, 0.629)  -0.103
H (-1.706, -2.074, 0.252)  0.263
H (-3.081, -1.991, -2.002)  0.589
H (-4.637, -0.133, -1.220)  0.311
H (-3.836, 0.153, -2.788)  0.467
H (-3.145, 0.989, -1.507)  0.177
H (-1.770, -0.939, -3.124)  0.435
C (0.347, 0.757, 0.186)  1.039
O (-0.626, 1.336, -0.594)  -0.136
H (0.002, -0.212, 0.497)  -0.275
H (0.658, 1.341, 1.013)  0.317
H (1.205, 0.593, -0.455)  -0.063
H (-0.993, 0.726, -1.237)  -0.612
C (-0.547, 4.228, 1.274)  -0.053
O (0.596, 5.025, 1.280)  -0.613
H (-1.440, 4.690, 1.682)  0.319
H (-0.254, 3.337, 1.839)  -0.014
H (-0.783, 3.868, 0.250)  0.166
H (1.350, 4.573, 0.882)  0.320

(3)
A molecular structure, C20H17N4OPdS in a non-equilibrium geometry, computed with wB97M-V/def2-TZVPD.

Output
**Net charge**: +1
**HOMO (alpha / beta)**: -10.96 / -11.31 eV
**Multiplicity**: 5
**Kohn-Sham gap (alpha / beta)**: 7.7 / 5.7 eV

Last column: Mulliken spin population.
Atoms and positions in Å:
Pd (0.779, -0.759, 0.277)  1.270
N (-0.805, 2.188, 3.055)  0.084
C (0.010, 1.375, 2.334)  0.009
S (0.321, -0.247, 2.875)  0.466
N (0.580, 1.987, 1.269)  0.216
N (1.434, 1.216, 0.584)  0.378
C (2.388, 1.903, -0.107)  -0.151
C (3.240, 1.097, -0.977)  0.237
C (4.194, 1.729, -1.800)  -0.088
C (5.216, 1.022, -2.343)  0.164
C (5.441, -0.330, -2.019)  -0.012
C (4.561, -0.992, -1.207)  0.041
C (3.481, -0.315, -0.568)  0.108
O (2.908, -0.875, 0.428)  0.223
H (-1.460, 1.888, 3.773)  -0.001
H (-0.856, 3.176, 2.850)  -0.002
H (2.325, 3.054, -0.049)  0.010
H (4.099, 2.732, -2.113)  -0.002
H (5.915, 1.513, -2.998)  0.008
H (6.310, -0.918, -2.367)  -0.001
H (4.687, -2.015, -0.785)  -0.001
C (-2.249, 2.874, -1.196)  0.111
C (-3.002, 2.254, -0.165)  -0.050
C (-2.802, 0.905, 0.113)  0.115
C (-1.749, 0.188, -0.531)  -0.064
C (-1.028, 0.863, -1.587)  0.108
C (-1.303, 2.154, -1.990)  -0.039
N (-1.149, -1.004, -0.076)  0.569
C (-1.880, -2.099, 0.396)  0.027
C (-1.252, -3.282, 0.790)  0.130
C (-2.047, -4.289, 1.372)  -0.066
C (-3.416, -4.146, 1.469)  0.190
C (-4.063, -2.957, 0.953)  -0.080
C (-3.288, -2.014, 0.367)  0.131
H (-2.497, 3.896, -1.384)  0.006
H (-3.802, 2.746, 0.360)  0.000
H (-3.392, 0.379, 0.904)  -0.001
H (-0.194, 0.325, -2.063)  -0.017
H (-0.805, 2.564, -2.843)  -0.002
H (-0.152, -3.374, 0.727)  -0.027
H (-1.668, -5.247, 1.775)  0.001
H (-4.101, -4.958, 1.773)  0.004
H (-5.118, -3.027, 0.868)  0.000
H (-3.810, -1.179, -0.145)  -0.001

(4)
C8H8 in the gas phase in a non-equilibrium geometry, computed with wB97M-V/def2-TZVPD.

Output
**HOMO**: -9.86 eV
**Energy above the lowest of the compared OMol25 structures with the same formula, charge and spin**: 401.5 kJ/mol
**Multiplicity**: 1
**Kohn-Sham gap**: 10.9 eV
**SMILES**: C#CC1(C#C)CCC1

Last column: Mulliken charge in e.
Atoms and positions in Å:
C (0.730, 2.674, -0.052)  0.328
C (0.432, 1.514, -0.028)  -1.646
C (0.287, 0.099, 0.046)  2.237
C (1.599, -0.611, 0.095)  -1.608
C (2.651, -1.133, -0.003)  0.168
C (-0.611, -0.494, -1.066)  -0.914
C (-1.773, -0.499, -0.049)  -0.589
C (-0.715, -0.368, 1.143)  -0.886
H (0.915, 3.742, 0.023)  0.482
H (3.634, -1.560, 0.000)  0.490
H (-0.710, 0.052, -2.043)  0.297
H (-0.312, -1.460, -1.352)  0.374
H (-2.384, 0.406, -0.099)  0.256
H (-2.421, -1.378, -0.072)  0.352
H (-0.401, -1.357, 1.531)  0.335
H (-0.921, 0.373, 1.924)  0.323

(5)
C4H7NO2 in the gas phase in a non-equilibrium geometry, computed with wB97M-V/def2-TZVPD.

Output
**HOMO**: -8.41 eV
**Energy above the lowest of the compared OMol25 structures with the same formula, charge and spin**: 522.8 kJ/mol
**Multiplicity**: 1
**Kohn-Sham gap**: 8.0 eV
**SMILES**: OOC1=CCNC1

Last column: Mulliken charge in e.
Atoms and positions in Å:
O (2.405, -1.278, 0.191)  -0.337
O (0.937, -1.853, -0.275)  -0.339
C (0.182, -0.735, -0.250)  0.347
C (0.681, 0.432, 0.145)  -0.316
C (-0.293, 1.524, -0.111)  -0.515
N (-1.441, 0.866, -0.773)  -0.419
C (-1.319, -0.580, -0.537)  -0.538
H (2.729, -2.173, 0.288)  0.326
H (1.541, 0.468, 0.795)  0.466
H (-0.590, 1.996, 0.830)  0.222
H (0.127, 2.314, -0.750)  0.271
H (-1.391, 1.034, -1.771)  0.301
H (-1.708, -1.152, -1.381)  0.335
H (-1.908, -0.864, 0.353)  0.198

(6)
2 unconnected molecules or ions with the total composition C4H9N2 in a non-equilibrium geometry, computed with wB97M-V/def2-TZVPD.

Output
**Net charge**: +1
**HOMO**: -14.37 eV
**Energy above the lowest of the compared OMol25 structures with the same formula, charge and spin**: 279.6 kJ/mol
**Multiplicity**: 1
**Kohn-Sham gap**: 10.7 eV

Last column: Mulliken charge in e.
Atoms and positions in Å:
C (1.871, -0.634, -0.632)  -0.279
C (2.179, 0.192, 0.199)  -0.461
C (-0.904, 1.234, -0.385)  -1.171
C (-0.738, -0.103, 0.212)  0.567
N (-0.932, -1.153, -0.653)  -0.386
N (-0.246, -0.190, 1.417)  -0.252
H (1.812, -1.406, -1.402)  0.389
H (-1.325, 1.117, -1.449)  0.349
H (-0.061, 1.840, -0.340)  0.326
H (-1.660, 1.791, 0.177)  0.396
H (-0.810, -2.129, -0.389)  0.263
H (-1.691, -0.862, -1.337)  0.253
H (-0.233, -1.172, 1.790)  0.292
H (2.621, 0.813, 0.926)  0.432
H (0.118, 0.662, 1.866)  0.282